87
Properties=species:S:1:pos:R:3:forces:R:3 method="wB97M-V/def2-TZVPD" homo_energy_ev=-11.64 e_lumo_ev=-2.5 gap_ev=9.10 charge=+1
C 2.10721 -3.57740 4.15877 -0.4 -0.2 -0.3
C 1.34215 -2.96788 2.97692 0.2 0.2 0.5
C 1.12907 -1.43886 3.04296 0.2 -0.3 -0.3
I 2.95989 -0.51465 3.73235 0.0 0.0 0.1
C 0.56256 -0.82200 1.74288 -0.6 -0.1 0.3
C -0.24699 0.48246 1.91034 0.0 -0.2 0.3
C 0.04685 1.42473 3.06571 0.1 0.7 -0.1
O 1.17785 2.22210 2.81659 -0.2 0.0 -0.2
C -1.13627 2.39651 3.22892 -0.1 0.5 0.5
F -0.97966 3.09783 4.38932 -0.2 -0.4 -0.9
F -2.32706 1.75140 3.30894 0.6 0.4 -0.1
F -1.19242 3.28630 2.21029 -0.1 -0.7 0.6
C -0.43385 -1.84377 1.11411 -0.2 0.5 -0.5
O 0.20225 -2.76439 0.27745 0.2 -0.3 0.2
C 0.50488 -2.15860 -0.96738 -0.4 0.2 -0.2
C 1.35465 -3.07106 -1.82325 -0.1 0.1 0.7
C 2.68688 -3.42599 -1.13907 0.1 0.1 -0.8
C 3.94620 -2.84910 -1.83457 0.6 -0.4 0.6
C 4.72364 -1.95494 -0.86089 -0.6 0.1 -0.1
C 4.88296 -3.99476 -2.26252 -0.4 0.3 -0.1
C 1.18258 -0.79529 -0.71231 0.1 -0.3 -0.5
N 1.64235 -0.66263 0.69465 0.5 0.1 -0.1
O 2.26299 0.58857 0.84405 -0.4 0.1 0.0
H 1.76114 -4.60125 4.28288 0.1 -0.1 0.0
H 3.17429 -3.59903 3.97578 0.2 0.1 0.2
H 1.87546 -3.06739 5.08965 0.1 0.1 0.1
H 1.81520 -3.24698 2.03827 0.0 -0.1 -0.1
H 0.35997 -3.43346 3.00283 -0.1 0.0 -0.3
H 0.38430 -1.24653 3.81086 0.1 0.2 0.2
H -0.24212 1.05914 0.98677 0.1 0.0 -0.1
H -1.27759 0.15373 2.04078 -0.1 0.0 0.0
H 0.13833 0.92757 4.03045 -0.1 -0.3 0.0
H 1.73241 2.23330 3.59666 0.2 0.1 0.2
H -1.17877 -1.28711 0.53416 0.0 0.1 0.0
H -0.98714 -2.34939 1.89667 0.1 -0.2 0.1
H -0.44491 -1.95668 -1.47396 0.0 0.0 -0.1
H 1.51327 -2.53287 -2.75744 0.1 -0.1 -0.2
H 0.76567 -3.95675 -2.04381 0.0 -0.2 0.0
H 2.77885 -4.50891 -1.12124 -0.1 0.0 0.1
H 2.67423 -3.11223 -0.09232 0.0 0.0 0.1
H 3.67249 -2.27458 -2.71861 -0.1 0.1 -0.1
H 5.65166 -1.58742 -1.28517 0.1 0.0 0.0
H 4.91316 -2.50573 0.05893 0.3 0.0 0.1
H 4.12084 -1.07753 -0.58607 0.1 0.1 0.0
H 4.52443 -4.47451 -3.16972 0.0 -0.1 0.0
H 4.90077 -4.74341 -1.47518 0.2 -0.1 0.1
H 5.89055 -3.62880 -2.44202 0.1 0.0 -0.1
H 2.07538 -0.70719 -1.32597 0.1 0.1 0.0
H 0.53636 0.03903 -0.95896 -0.1 0.2 0.3
H 2.35025 -1.38517 0.88257 0.0 -0.1 0.0
H 3.12758 0.52087 0.41150 0.2 -0.1 -0.1
O 1.97829 -6.24159 -2.20157 0.0 0.0 0.0
C 1.84350 -6.56886 -3.34829 -0.1 0.1 0.0
O 2.89342 -6.75454 -4.16879 0.1 0.0 0.0
C 2.43924 -7.04494 -5.50789 -0.1 -0.1 -0.1
C 1.02013 -7.57027 -5.33753 -0.1 0.0 0.1
C 0.54909 -6.80411 -4.10173 0.2 -0.3 -0.2
H 2.47527 -6.12115 -6.08840 0.0 0.0 0.0
H 3.11494 -7.76799 -5.95542 0.1 0.0 0.1
H 0.40152 -7.42210 -6.21931 0.0 0.1 0.0
H 1.04491 -8.63789 -5.11888 0.0 0.0 0.0
H 0.11682 -5.83468 -4.35828 0.0 0.0 0.1
H -0.15070 -7.36621 -3.49031 -0.1 0.2 0.1
O -5.81278 8.21807 3.08667 -0.2 0.0 0.0
C -4.96154 7.40088 3.25175 0.2 0.2 -0.1
O -4.88207 6.63465 4.36821 0.0 -0.1 0.0
C -3.70533 5.81164 4.32875 0.1 -0.1 0.0
C -3.34018 5.70843 2.85285 0.0 0.1 -0.1
C -3.81339 7.05823 2.31890 0.0 -0.5 0.1
H -2.92313 6.29760 4.91599 0.0 0.0 0.0
H -3.93639 4.85010 4.78090 -0.1 0.0 0.1
H -2.28526 5.50817 2.68533 0.0 0.0 0.1
H -3.91489 4.90703 2.38461 0.0 0.0 0.0
H -3.04990 7.83198 2.40986 0.0 0.0 0.0
H -4.16443 7.00445 1.29318 0.0 0.2 0.0
O -4.67579 4.51271 -3.69770 0.0 -0.1 -0.1
C -4.54517 5.56696 -3.15324 0.1 -0.1 0.2
O -4.15602 6.68679 -3.80675 0.0 0.0 0.0
C -3.97669 7.77221 -2.87861 0.0 0.0 0.1
C -4.82110 7.40196 -1.66651 0.0 -0.1 0.1
C -4.73906 5.87777 -1.67955 -0.2 0.4 -0.1
H -2.91333 7.84339 -2.63879 0.0 0.0 0.0
H -4.29139 8.69782 -3.35269 0.0 -0.1 -0.1
H -4.46766 7.86124 -0.74622 0.0 0.0 0.0
H -5.85218 7.71839 -1.82432 0.0 0.0 0.0
H -3.86690 5.50869 -1.13576 0.0 -0.1 0.0
H -5.63660 5.39585 -1.30298 0.1 -0.2 0.0

=====

12
Properties=species:S:1:pos:R:3:forces:R:3 method="wB97M-V/def2-TZVPD" homo_energy_ev=-10.07 e_lumo_ev=1.0 gap_ev=11.03
C 2.61230 -1.43241 0.79236 -0.5 0.0 -0.6
C 1.51988 -1.07710 0.41465 -0.6 -0.3 0.1
C 0.12428 -0.73503 -0.05085 0.9 0.1 -0.5
C -0.18940 0.76646 0.16351 0.1 -0.2 -0.1
C -1.45786 1.19800 -0.47450 0.6 -0.4 0.9
C -2.54344 1.47347 -0.90155 -1.1 0.3 -0.8
H 3.59657 -1.83764 0.96211 -0.5 0.4 0.1
H -0.63656 -1.25483 0.51554 0.1 -0.6 0.2
H 0.01514 -1.04917 -1.11590 0.1 0.4 0.7
H 0.64876 1.35702 -0.18612 0.1 0.2 -0.3
H -0.17794 0.88538 1.25402 -0.4 0.3 -0.2
H -3.51173 1.70586 -1.37326 1.2 -0.2 0.7

=====

63
Properties=species:S:1:pos:R:3:forces:R:3 method="wB97M-V/def2-TZVPD" homo_energy_ev="-10.08 / -9.66" e_lumo_ev="-5.4 / -5.6" spin_multiplicity=4 gap_ev="4.68 / 4.06" charge=+1
C -1.69860 2.91676 -3.75364 0.3 0.5 0.3
C -1.41438 1.71545 -3.12586 -0.1 -0.3 -0.7
C -0.05910 1.28979 -3.09660 -0.5 0.1 0.1
C 0.95755 2.29809 -3.11393 -0.8 -0.4 -1.3
C 0.68576 3.50229 -3.78682 -0.2 -0.2 0.2
C -0.64574 3.77399 -4.14721 -0.4 0.0 -0.1
C 2.17691 1.83276 -2.41812 -0.5 0.0 0.7
C 2.62029 0.50406 -2.88245 -0.5 -1.0 -1.1
C 1.52961 -0.42373 -2.89250 0.2 -0.6 0.1
C 1.83450 -1.79518 -2.67736 -0.4 -0.3 -0.9
C 3.10324 -2.24890 -3.00106 0.4 0.3 0.2
C 4.10178 -1.33038 -3.38660 0.1 -0.5 -0.1
C 3.88839 0.04990 -3.29130 -0.3 0.2 0.2
H -2.74688 3.18157 -3.93377 0.5 0.1 0.1
H 1.48672 4.21098 -4.07405 -0.5 -0.5 0.5
H -0.90865 4.68672 -4.70308 0.3 -0.5 0.3
H 2.98507 2.57528 -2.42672 -0.3 -0.2 0.7
H 3.30126 -3.32526 -2.96705 0.1 0.4 0.0
H 5.07249 -1.73293 -3.71544 -0.5 0.4 0.2
H 4.70233 0.75062 -3.56760 -0.6 -0.4 0.6
N 0.18333 -0.07807 -3.00678 1.4 1.5 3.1
Cr 0.27472 0.40642 -0.08118 0.8 -1.1 -1.5
C -2.46674 0.84412 -2.48475 0.2 0.0 -0.2
H -2.43868 -0.18476 -2.87004 0.0 0.2 0.1
H -3.47404 1.26101 -2.62951 0.2 -0.1 0.1
C 0.75412 -2.69561 -2.13620 0.2 0.5 -0.6
H -0.15201 -2.65653 -2.75853 0.2 0.1 0.2
H 1.10337 -3.73872 -2.07868 -0.2 0.3 0.2
P -2.11766 0.72228 -0.66034 -0.2 0.2 -0.5
P 0.24733 -2.09350 -0.43881 0.2 -0.8 -0.4
C 1.49012 -2.91450 0.62544 0.1 0.3 0.3
H 1.12418 -2.90970 1.66327 0.2 0.0 -0.3
H 1.68153 -3.95611 0.31293 -0.3 0.5 0.0
H 2.42851 -2.34258 0.58347 -0.3 -0.2 0.0
C -1.26482 -3.09614 -0.13536 -0.2 0.3 0.2
H -1.04761 -4.17902 -0.10301 0.1 0.5 -0.1
H -1.69616 -2.78940 0.82969 0.0 -0.2 -0.3
H -1.99786 -2.90512 -0.93343 0.2 -0.1 0.3
C -2.47979 2.38529 -0.00341 0.0 0.1 0.0
H -3.41999 2.78315 -0.41268 0.3 -0.1 0.1
H -2.54908 2.33043 1.09264 0.0 0.0 -0.3
H -1.65308 3.06023 -0.26203 -0.3 0.0 0.0
C -3.47484 -0.30865 -0.01892 0.0 -0.1 0.1
H -3.35230 -0.42348 1.06696 -0.1 0.0 -0.3
H -4.44603 0.16642 -0.22845 0.3 -0.1 0.1
H -3.44889 -1.30130 -0.48595 -0.1 0.3 0.1
C -0.40515 -0.04695 1.64269 -2.0 -0.7 3.6
O -0.93981 -0.26887 2.64411 1.4 0.4 -2.5
H 1.64130 1.49302 -1.29600 2.1 1.5 -2.5
F 4.37714 -0.90686 0.85412 0.1 1.1 0.2
C 4.38894 0.45744 0.80866 1.0 -0.4 -0.4
F 5.38062 0.91080 1.60113 -0.8 -0.3 -0.6
F 4.68401 0.79062 -0.47550 -0.1 -0.2 1.1
C 2.96872 0.98292 1.16945 0.8 0.0 0.4
O 2.20265 0.40580 0.20920 -1.6 0.2 0.7
C 2.59467 0.57089 2.63938 0.2 -0.5 1.0
F 3.60456 0.72124 3.53192 -1.1 -0.2 -1.0
F 1.53822 1.30884 3.08556 0.7 -0.6 -0.2
F 2.21056 -0.73260 2.67478 0.2 0.9 0.0
C 2.94104 2.55645 1.18784 0.2 0.7 -0.1
F 3.51297 3.05482 2.32029 -0.7 -0.4 -1.4
F 3.56407 3.09986 0.11528 -0.5 -0.4 1.0
F 1.63825 2.97766 1.13940 0.8 -0.2 -0.1